Entry from the Open Molecules 2025 dataset: 2 unconnected molecules or ions with the total composition C10H16O at a distorted geometry (ωB97M-V/def2-TZVPD).

Element x y z (Å)
C 1.02 -0.32 -2.78
C 1.20 1.12 0.72
C 1.44 0.33 -0.37
C 0.07 1.94 0.77
C 0.60 0.34 -1.50
C -0.83 1.86 -0.26
C -0.58 1.06 -1.38
O 0.00 2.86 1.78
H 1.85 1.17 1.60
H 2.29 -0.33 -0.38
H -0.84 2.83 2.27
H -1.68 2.51 -0.38
H 0.29 -1.01 -3.22
H 1.95 -0.87 -2.64
H -1.29 0.99 -2.19
H 1.21 0.46 -3.53
C -0.48 -2.95 1.15
C -0.90 -1.65 1.84
C -1.02 -3.07 -0.25
H 0.62 -3.01 1.10
H -0.75 -3.80 1.78
H -1.26 -0.94 1.09
H -0.12 -1.18 2.44
H -2.10 -3.10 -0.29
H -0.79 -2.14 -0.79
H -1.76 -1.80 2.48
H -0.60 -3.86 -0.87

For the frontier orbital gap, the calculation gives 0.3464 hartree. The SMILES is Cc1ccc(O)cc1.CCC. The total energy comes out at -465.86134 Eh. Its energy above the lowest of the compared OMol25 structures with the same formula, charge and spin is 0.992 eV. Its highest occupied orbital energy is -8.600 eV. The maximum force is 1.2 eV/Å.

Results of the Löwdin charge analysis, in e, for atoms 1 through 5: atom 1 (C): -0.057, atom 2 (C): -0.024, atom 3 (C): -0.052, atom 4 (C): -0.343, atom 5 (C): -0.298

Entry from the Open Molecules 2025 dataset: 2 unconnected molecules or ions with the total composition C10H16O at a distorted geometry (ωB97M-V/def2-TZVPD).

Element x y z (Å)
C 0.30 2.96 0.71
C 0.02 1.84 1.73
C -0.96 3.06 -0.24
H 0.55 3.93 1.16
H 1.20 2.67 0.18
H 0.79 1.09 1.67
H -0.91 1.30 1.55
H -0.75 2.49 -1.13
H -1.81 2.74 0.36
H -0.09 2.28 2.74
H -0.90 4.05 -0.69
C -1.65 -2.04 -2.23
C 0.34 -2.25 1.00
C -0.70 -2.26 0.11
C 1.55 -1.64 0.64
C -0.62 -1.69 -1.18
C 1.66 -1.05 -0.61
C 0.56 -1.04 -1.48
O 2.61 -1.52 1.48
H 0.29 -2.68 2.00
H -1.68 -2.67 0.32
H 2.50 -2.07 2.27
H 2.70 -0.71 -0.85
H -1.58 -3.15 -2.20
H -1.38 -1.47 -3.11
H 0.62 -0.35 -2.30
H -2.67 -1.83 -1.90

For the frontier orbital gap, the calculation gives 0.3371 hartree. The SMILES is Cc1ccc(O)cc1.CCC. The total energy comes out at -465.83273 Eh. Its energy above the lowest of the compared OMol25 structures with the same formula, charge and spin is 1.771 eV. Its highest occupied orbital energy is -8.334 eV. The maximum force is 2.9 eV/Å.

Results of the Löwdin charge analysis, in e, for atoms 1 through 5: atom 1 (C): -0.292, atom 2 (C): -0.128, atom 3 (C): -0.106, atom 4 (H): 0.093, atom 5 (H): 0.085

Entry from the Open Molecules 2025 dataset: 2 unconnected molecules or ions with the total composition C10H16O at a distorted geometry (ωB97M-V/def2-TZVPD).

Element x y z (Å)
C -1.40 1.75 -0.39
C -2.85 1.61 -0.33
C -0.92 3.00 0.27
H -0.76 1.05 0.34
H -0.92 1.37 -1.30
H -3.16 1.26 -1.33
H -0.96 3.95 -0.40
H -1.64 3.05 1.16
H -3.43 2.49 -0.28
H -3.25 1.11 0.56
H 0.03 2.97 0.79
C -0.51 -0.72 -2.50
C 0.62 -2.08 0.88
C -0.15 -1.90 -0.34
C 1.44 -1.05 1.33
C 0.15 -0.83 -1.15
C 1.78 -0.11 0.42
C 1.03 0.12 -0.73
O 1.86 -1.09 2.67
H 0.53 -3.00 1.49
H -0.91 -2.65 -0.77
H 2.80 -1.35 2.77
H 2.60 0.64 0.78
H 0.20 -0.13 -3.23
H -1.34 -0.10 -2.52
H 1.05 1.11 -1.14
H -0.72 -1.82 -2.98

For the frontier orbital gap, the calculation gives 0.3528 hartree. The SMILES is Cc1ccc(O)cc1.CCC. The total energy comes out at -465.76569 Eh. Its energy above the lowest of the compared OMol25 structures with the same formula, charge and spin is 3.595 eV. Its highest occupied orbital energy is -8.785 eV. The maximum force is 5.0 eV/Å.

Results of the Löwdin charge analysis, in e, for atoms 1 through 5: atom 1 (C): -0.379, atom 2 (C): -0.126, atom 3 (C): -0.141, atom 4 (H): 0.131, atom 5 (H): 0.062

Entry from the Open Molecules 2025 dataset: 2 unconnected molecules or ions with the total composition C10H16O (ωB97M-V/def2-TZVPD).

Element x y z (Å)
C -2.30 -1.36 0.94
C -1.48 -1.72 -0.32
C -3.30 -0.20 0.73
H -2.83 -2.23 1.33
H -1.60 -1.09 1.73
H -0.47 -2.04 -0.06
H -4.33 -0.54 0.65
H -3.21 0.48 1.58
H -1.37 -0.78 -0.88
H -1.92 -2.55 -0.87
H -3.06 0.34 -0.18
C 1.16 2.11 1.71
C 1.87 -0.25 -1.80
C 1.16 0.93 -1.91
C 2.35 -0.66 -0.56
C 0.95 1.72 -0.79
C 2.18 0.16 0.54
C 1.44 1.33 0.45
O 2.13 -0.93 -2.96
H 0.87 1.23 -2.91
H 2.69 -1.68 -2.75
H 2.87 -1.61 -0.44
H 0.36 2.63 -0.88
H 2.61 -0.10 1.50
H 2.08 2.39 2.24
H 0.59 1.45 2.38
H 0.55 2.98 1.52

For the frontier orbital gap, the calculation gives 0.3404 hartree. The SMILES is Cc1ccc(O)cc1.CCC. The total energy comes out at -465.86478 Eh. Its energy above the lowest of the compared OMol25 structures with the same formula, charge and spin is 0.898 eV. Its highest occupied orbital energy is -8.388 eV. The maximum force is 0.9 eV/Å.

Results of the Löwdin charge analysis, in e, for atoms 1 through 5: atom 1 (C): -0.302, atom 2 (C): -0.109, atom 3 (C): -0.117, atom 4 (H): 0.091, atom 5 (H): 0.083

Entry from the Open Molecules 2025 dataset: a single C10H16O2 molecule at a distorted geometry (ωB97M-V/def2-TZVPD).

Element x y z (Å)
O 2.16 -0.44 -1.36
O -1.38 0.97 -1.59
C 1.49 0.33 -0.71
C 1.35 1.78 -1.16
C 0.27 -2.52 0.36
C -1.04 -1.94 -0.15
C 0.17 2.46 -0.47
C 1.11 -1.49 1.13
C -1.60 -0.83 0.75
C -1.01 1.49 -0.31
C 0.88 -0.03 0.68
C -0.63 0.39 0.75
H -1.44 1.65 -2.26
H 2.26 2.31 -0.92
H 1.24 1.84 -2.22
H 0.11 -3.38 1.05
H 0.83 -2.91 -0.46
H -1.78 -2.73 -0.22
H -0.92 -1.51 -1.13
H -0.16 3.33 -1.05
H 0.50 2.80 0.52
H 0.91 -1.58 2.19
H 2.17 -1.71 1.07
H -1.66 -1.22 1.76
H -2.62 -0.49 0.46
H -1.87 2.07 0.08
H 1.39 0.54 1.43
H -0.72 0.83 1.77

For the frontier orbital gap, the calculation gives 0.3632 hartree. The SMILES is O=C1CC[C@@H](O)[C@H]2CCCC[C@@H]12. The total energy comes out at -541.11451 Eh. Its energy above the lowest of the compared OMol25 structures with the same formula, charge and spin is 0.000 eV. Its highest occupied orbital energy is -9.212 eV. The maximum force is 1.7 eV/Å.

Results of the Löwdin charge analysis, in e, for atoms 1 through 5: atom 1 (O): 0.097, atom 2 (O): -0.014, atom 3 (C): -0.314, atom 4 (C): -0.102, atom 5 (C): -0.179

Entry from the Open Molecules 2025 dataset: a molecular structure, C10H16O2 at a distorted geometry (ωB97M-V/def2-TZVPD).

Element x y z (Å)
C -1.89 -0.60 0.28
C -1.53 -0.84 -0.97
C -0.63 1.50 0.37
C -1.05 0.28 1.16
C -0.21 -0.21 -1.53
C 0.48 0.60 -0.16
C 0.40 -0.18 1.11
C -0.43 0.59 -2.79
C 1.16 0.46 2.24
C 0.74 -1.67 1.32
O 0.80 -1.22 -1.76
O 1.55 1.28 -0.66
H -2.75 -1.03 0.62
H -2.29 -1.21 -1.67
H -1.33 1.97 -0.33
H -0.21 2.25 1.05
H -1.48 0.45 2.16
H -1.30 0.16 -3.19
H 0.49 0.41 -3.26
H -0.50 1.60 -2.41
H 0.44 0.64 3.16
H 1.53 1.45 2.17
H 2.08 -0.10 2.55
H 0.39 -2.02 2.27
H 1.81 -1.79 1.29
H 0.39 -2.38 0.59
H 1.24 -0.97 -2.53
H 2.10 0.59 -1.07

For the frontier orbital gap, the calculation gives 0.3583 hartree. The total energy comes out at -541.00974 Eh. Its energy above the lowest of the compared OMol25 structures with the same formula, charge and spin is 2.851 eV. Its highest occupied orbital energy is -9.018 eV. The maximum force is 5.0 eV/Å.

Results of the Löwdin charge analysis, in e, for atoms 1 through 5: atom 1 (C): -0.034, atom 2 (C): 0.001, atom 3 (C): -0.046, atom 4 (C): -0.226, atom 5 (C): -0.382

Entry from the Open Molecules 2025 dataset: 2 unconnected molecules or ions with the total composition C10H16O2 at a distorted geometry (ωB97M-V/def2-TZVPD).

Element x y z (Å)
C -1.82 -2.31 1.49
C -1.09 -1.74 0.31
C -1.27 -3.64 2.09
O -1.77 -1.30 2.55
H -2.88 -2.50 1.35
H -0.62 -2.55 -0.24
H -0.20 -3.46 2.23
H -1.77 -3.78 3.04
H -1.43 -4.45 1.39
H -2.20 -1.68 3.32
H -0.29 -1.07 0.63
H -1.83 -1.24 -0.31
C 1.15 1.43 1.88
C -0.20 2.01 -1.57
C 0.00 2.11 -0.21
C 0.68 1.28 -2.34
C 1.04 1.40 0.38
C 1.85 0.73 -1.81
C 1.98 0.76 -0.42
O 0.34 1.10 -3.66
H -1.07 2.39 -2.10
H -0.67 2.69 0.41
H 0.91 0.49 -4.12
H 2.59 0.29 -2.45
H 1.39 0.43 2.28
H 0.30 1.86 2.38
H 2.87 0.37 0.05
H 2.12 1.87 2.16

For the frontier orbital gap, the calculation gives 0.3321 hartree. The SMILES is Cc1ccc(O)cc1.CC(C)O. The total energy comes out at -541.09603 Eh. Its energy above the lowest of the compared OMol25 structures with the same formula, charge and spin is 0.503 eV. Its highest occupied orbital energy is -8.181 eV. The maximum force is 2.4 eV/Å.

Results of the Löwdin charge analysis, in e, for atoms 1 through 5: atom 1 (C): -0.465, atom 2 (C): -0.041, atom 3 (C): -0.053, atom 4 (O): -0.081, atom 5 (H): 0.124

Entry from the Open Molecules 2025 dataset: a single C10H16O2S2 molecule at a distorted geometry (ωB97M-V/def2-TZVPD).

Element x y z (Å)
C 1.15 -1.61 -0.77
C 0.15 -2.12 0.18
C 2.39 -1.43 -0.55
C -2.23 0.36 -0.56
C -2.11 -0.15 0.84
C -1.84 1.76 -0.61
C 0.58 0.77 0.44
C -0.89 -2.96 -0.60
C 2.56 2.33 0.64
C 1.51 1.53 1.41
O 3.55 -1.25 -0.46
O -0.02 0.68 -2.04
S -0.30 -0.46 1.24
S -0.02 1.68 -0.98
H 0.78 -1.07 -1.53
H 0.55 -2.82 0.95
H -1.44 -0.23 -1.03
H -3.08 0.04 -1.10
H -2.49 0.51 1.62
H -2.59 -1.09 0.79
H -2.32 2.31 -1.36
H -1.95 2.24 0.40
H -0.49 -3.24 -1.49
H -1.04 -3.92 -0.08
H -1.85 -2.52 -0.80
H 2.18 2.77 -0.33
H 3.36 1.79 0.32
H 2.81 3.05 1.36
H 0.94 2.23 2.06
H 2.13 0.83 2.05

For the frontier orbital gap, the calculation gives 0.2870 hartree. The total energy comes out at -1337.27688 Eh. Its energy above the lowest of the compared OMol25 structures with the same formula, charge and spin is 5.055 eV. Its highest occupied orbital energy is -7.379 eV. The maximum force is 4.2 eV/Å.

Results of the Löwdin charge analysis, in e, for atoms 1 through 5: atom 1 (C): -0.181, atom 2 (C): -0.366, atom 3 (C): -0.167, atom 4 (C): -0.345, atom 5 (C): -0.319